No. 1
Molecular formula: C12H19BF4IrN7Se
Method: DFT, wB97M-V/def2-TZVPD

Summary:
**Kohn-Sham gap (alpha / beta)**: 8.80 / 5.55 eV
**2S+1**: 5
**Expectation value of S²**: 6.0139
**E_LUMO (alpha / beta)**: -5.48 / -8.99 eV
**HOMO level (alpha / beta)**: -14.28 / -14.54 eV
**Net charge**: +2
**Energy above the lowest of the compared OMol25 structures with the same formula, charge and spin**: 0.00 kcal per mole

Positions of all 45 atoms, in Å:
Ir 0.08438 0.11257 0.12156
Se 2.18266 -1.27351 0.52415
F 0.05809 2.92793 -1.96843
F 2.34498 2.58268 -2.06784
F 0.91587 0.77228 -1.83908
F 1.19057 2.16636 -0.09571
N 4.18073 0.24325 -0.81862
N -1.79972 -0.47292 2.97088
N -0.51740 1.18745 1.94179
N 3.84026 1.00992 1.18663
N -1.58829 1.58579 3.96199
N -1.57584 -1.08193 0.72611
N -2.88620 -2.34578 2.18041
C 6.47122 3.45043 0.25838
C -2.08098 -1.31950 1.91323
C -3.28620 -3.25748 1.10789
C 3.34337 1.17817 2.53776
C -1.28036 0.80723 2.91691
C 3.44710 0.09938 0.28973
C 6.00014 1.85908 -1.51790
C -3.34862 -2.62906 3.54202
C 6.69663 2.94459 -1.03227
C 5.06260 1.29557 -0.66291
C 5.54831 2.88387 1.11212
C 4.84309 1.78878 0.62482
B 1.13559 2.23310 -1.58031
H 2.51118 0.50264 2.71213
H -3.89070 -3.56729 3.53759
H 7.03469 4.31094 0.59144
H -2.23465 -0.71503 3.84603
H 3.00958 2.20621 2.67441
H 4.02964 -0.26598 -1.67680
H 5.38941 3.27351 2.10844
H 7.43527 3.42228 -1.66065
H -2.25852 1.31790 4.66356
H 4.13730 0.96618 3.25245
H 6.16566 1.47097 -2.51349
H -2.49890 -3.97777 0.87552
H -2.50951 -2.74461 4.23123
H -1.25072 2.53265 4.00719
H -0.24536 2.16423 1.94735
H -4.16899 -3.80245 1.42428
H -3.56007 -2.71135 0.20507
H -1.94449 -1.66793 -0.01031
H -4.03517 -1.85871 3.90368

No. 2
Molecular formula: C12H19BIN2O5
Method: DFT, wB97M-V/def2-TZVPD

Summary:
**Kohn-Sham gap**: 7.16 eV
**2S+1**: 1
**E_LUMO**: -5.49 eV
**HOMO level**: -12.64 eV
**Net charge**: +1

Positions of all 40 atoms, in Å:
I 5.82486 -1.11860 2.42127
O 6.25355 1.14765 -0.53996
O -0.65316 0.83151 2.33820
O -2.41311 -2.01737 -1.28099
O -3.93167 -1.34747 -2.75156
O 5.88430 0.76853 1.71423
N -0.26552 3.07915 1.26849
N 0.90275 0.32261 -0.71896
C -1.34097 3.16638 0.19713
C 2.80366 1.19640 0.89721
C -4.78340 -2.57410 -0.92159
C 3.41084 -0.09880 -1.34703
C 5.42204 0.84361 0.36244
C 1.87708 -0.24592 -1.64236
C 1.31300 1.01742 0.48322
C 3.90205 0.61645 -0.05440
C -2.02479 -2.51707 0.00772
C 0.86244 3.90949 0.72155
C -1.95911 -4.03085 0.00961
C -3.68891 -1.91174 -1.70897
B 0.10501 1.64090 1.41054
H -0.06899 0.16847 2.77479
H -0.89080 3.03035 -0.86632
H -0.10120 0.21056 -0.97818
H -5.67329 -1.94309 -0.96930
H -2.16942 2.39019 0.35112
H 4.16010 -0.53849 -2.08169
H -2.67363 -2.12170 0.79322
H 3.00717 1.76830 1.86089
H -2.93297 -4.47672 -0.20079
H 1.13907 3.63208 -0.37308
H -1.61217 -4.40091 0.97700
H -4.55516 -2.69958 0.13485
H -1.27630 -4.38363 -0.76784
H -1.72158 4.25390 0.23272
H 1.83303 3.81801 1.32511
H -5.00479 -3.54625 -1.36488
H 0.57966 5.03218 0.67933
H 1.48607 -0.75577 -2.59517
H -1.02577 -2.11607 0.20244

No. 3
Molecular formula: C12H19BN4OPS
Method: DFT, wB97M-V/def2-TZVPD

Summary:
**Kohn-Sham gap**: 7.01 eV
**2S+1**: 1
**E_LUMO**: -5.14 eV
**HOMO level**: -12.14 eV
**Net charge**: +1

Positions of all 39 atoms, in Å:
S 1.89862 -2.11600 0.18816
P 1.28571 -1.98324 2.04018
O -0.42633 0.02356 -0.83740
N 2.48738 4.83367 -0.91597
N -2.87968 -2.52530 -1.95870
N -1.19383 -3.15411 2.64850
N 7.44969 4.14770 -3.26784
C -0.61538 1.71169 1.12271
C -2.55406 -3.31073 2.63681
C -3.45389 -2.36037 1.96714
C -5.06070 -3.98467 -1.74989
C -3.83145 -3.16260 -1.86739
C 2.17590 3.89253 -1.49739
C -1.37782 -1.04521 1.31200
C 1.77392 2.67753 -2.24684
C -0.59637 -2.06478 2.00318
C 6.86896 4.44273 -2.32174
C -2.87361 -1.19499 1.28430
C 6.11750 4.82336 -1.10095
B -0.78443 0.24066 0.52308
H 0.36799 1.89420 1.63753
H 6.12064 5.90673 -0.98602
H 6.58114 4.37107 -0.22450
H -5.52518 -3.82013 -0.77784
H -0.63539 2.41799 0.23865
H -5.76623 -3.70871 -2.53301
H 1.21371 2.00732 -1.59451
H 1.14732 2.95467 -3.09416
H 1.75758 -3.17290 2.69931
H -1.23979 -0.38148 -1.21680
H 5.08717 4.47776 -1.17720
H 1.77024 -0.83203 2.72094
H -3.00171 -4.20754 3.13002
H -4.55492 -2.52707 1.95026
H -1.47851 2.03981 1.77512
H 2.65880 2.15814 -2.61412
H -4.81067 -5.04042 -1.85157
H -0.59951 -3.85022 3.09962
H -3.48216 -0.43596 0.73270

| no. | largest force on an atom (eV Å⁻¹) |
| --- | --- |
| 1 | 0.95 |
| 2 | 5.67 |
| 3 | 3.34 |